{
  "formula": "C19H33Cl2GaN2O4S",
  "method": "the ωB97M-V functional and the def2-TZVPD basis",
  "e_homo_ev": [-4.1476, -4.0039],
  "e_tot_ev": -119660.670,
  "species": ["O", "C", "C", "C", "H", "C", "H", "C", "H", "C", "H", "C", "H", "H", "C", "C", "H", "H", "H", "C", "C", "H", "H", "H", "H", "Ga", "Cl", "Cl", "C", "O", "N", "C", "C", "H", "H", "H", "H", "H", "H", "H", "H", "H", "C", "C", "N", "H", "C", "O", "H", "H", "H", "H", "C", "S", "C", "O", "H", "H", "H", "H", "H", "H"],
  "coordinates": [[-0.051, 1.003, -2.606], [0.650, 0.666, -3.615], [0.173, 0.971, -4.969], [-1.184, 0.769, -5.287], [-1.838, 0.288, -4.552], [-1.680, 1.179, -6.532], [-2.716, 0.979, -6.781], [-0.858, 1.863, -7.428], [-1.247, 2.214, -8.376], [0.472, 2.144, -7.101], [1.109, 2.699, -7.782], [0.980, 1.717, -5.878], [1.994, 1.964, -5.575], [1.944, 0.693, -3.695], [1.990, -1.733, -3.698], [2.175, -0.360, -3.157], [2.681, -2.373, -3.114], [2.155, -1.885, -4.776], [0.951, -2.089, -3.491], [2.787, 0.004, -2.005], [3.438, -0.840, -0.973], [2.797, 1.048, -1.752], [4.098, -1.622, -1.345], [2.728, -1.262, -0.284], [4.003, -0.121, -0.378], [-1.348, 1.568, -1.193], [-2.046, -0.499, -1.088], [-1.458, 3.643, -1.910], [0.440, -2.383, 1.518], [1.305, -1.497, 1.567], [-0.334, -2.765, 2.568], [-0.146, -2.122, 3.851], [-0.996, -4.057, 2.577], [0.228, -2.941, 0.577], [-0.110, -1.040, 3.721], [0.778, -2.447, 4.336], [-0.992, -2.400, 4.472], [-1.315, -4.314, 1.566], [-1.859, -3.989, 3.235], [-0.343, -4.854, 2.948], [2.010, 2.033, 3.371], [1.378, 4.458, 2.920], [2.127, 1.825, 2.294], [1.663, 4.231, 1.890], [1.364, 2.844, 1.540], [1.789, 0.816, 2.043], [0.314, 2.601, 0.773], [0.130, 1.525, 0.100], [1.128, 4.893, 1.213], [-0.407, 3.452, 0.650], [3.186, 1.962, 2.031], [2.730, 4.413, 1.789], [-3.026, 3.578, 1.568], [-3.180, 2.140, 0.526], [-3.146, 0.867, 1.787], [-4.492, 2.172, -0.157], [-2.631, 3.295, 2.552], [-4.045, 3.968, 1.666], [-2.376, 4.303, 1.071], [-4.121, 0.946, 2.280], [-3.006, -0.108, 1.310], [-2.327, 1.072, 2.487]]
}

{
  "formula": "C19H33CrN5OSSe",
  "method": "the ωB97M-V functional and the def2-TZVPD basis",
  "total_charge": 1,
  "e_homo_ev": [-10.2854, -10.2966],
  "multiplicity": 4,
  "e_tot_ev": -134337.468,
  "species": ["Cr", "C", "C", "C", "C", "C", "C", "C", "C", "C", "C", "H", "H", "H", "H", "H", "H", "H", "H", "H", "H", "H", "H", "H", "H", "H", "N", "C", "O", "C", "C", "H", "H", "H", "H", "H", "H", "C", "N", "C", "C", "N", "C", "C", "Se", "H", "H", "H", "H", "H", "H", "H", "H", "N", "C", "N", "S", "H", "H", "H", "H"],
  "coordinates": [[-1.630, 0.195, -1.401], [-3.147, -0.883, -0.089], [-2.089, -0.455, 0.750], [-2.010, 0.966, 0.663], [-3.033, 1.416, -0.211], [-3.716, 0.266, -0.709], [-4.894, 0.256, -1.631], [-3.391, 2.840, -0.491], [-1.051, 1.819, 1.432], [-1.257, -1.280, 1.687], [-3.646, -2.280, -0.285], [-4.885, -0.611, -2.292], [-4.924, 1.145, -2.259], [-5.827, 0.222, -1.063], [-2.519, 3.494, -0.495], [-4.073, 3.212, 0.277], [-3.892, 2.953, -1.450], [-0.885, 2.780, 0.944], [-0.081, 1.331, 1.544], [-1.448, 2.025, 2.430], [-0.186, -1.098, 1.566], [-1.450, -2.348, 1.572], [-1.500, -1.029, 2.722], [-3.652, -2.569, -1.335], [-4.665, -2.367, 0.096], [-3.032, -3.006, 0.247], [1.907, 1.848, -2.519], [0.632, 1.555, -2.284], [0.350, 0.589, -1.539], [-0.475, 2.378, -2.871], [-1.742, 1.528, -2.990], [2.623, 1.383, -1.978], [2.149, 2.651, -3.072], [-0.142, 2.857, -3.798], [-0.622, 3.191, -2.149], [-1.734, 0.957, -3.920], [-2.625, 2.164, -2.998], [3.736, 1.858, 2.870], [4.129, 0.459, 2.960], [4.901, -0.072, 3.974], [5.040, -1.387, 3.716], [4.352, -1.642, 2.546], [4.246, -2.950, 1.920], [3.785, -0.510, 2.083], [2.702, -0.310, 0.572], [4.613, 2.488, 2.998], [2.998, 2.087, 3.638], [3.301, 2.022, 1.889], [5.279, 0.533, 4.779], [5.564, -2.160, 4.250], [5.134, -3.527, 2.165], [4.179, -2.814, 0.844], [3.358, -3.471, 2.276], [0.399, -2.432, -0.801], [0.284, -2.271, -2.112], [1.352, -2.498, -2.874], [-1.184, -1.774, -2.854], [1.301, -2.339, -0.344], [-0.406, -2.220, -0.237], [2.220, -2.843, -2.500], [1.281, -2.318, -3.860]]
}

{
  "formula": "C19H33CuIN2Si2",
  "method": "the ωB97M-V functional and the def2-TZVPD basis",
  "e_homo_ev": [-6.8290, -6.8279],
  "multiplicity": 2,
  "e_tot_ev": -91714.684,
  "species": ["C", "C", "H", "H", "H", "H", "H", "H", "C", "C", "C", "C", "H", "H", "H", "H", "N", "C", "C", "N", "C", "C", "C", "H", "H", "C", "H", "H", "Cu", "I", "C", "Si", "C", "C", "C", "Si", "C", "C", "C", "H", "H", "H", "H", "H", "H", "H", "H", "H", "H", "H", "H", "H", "H", "H", "H", "H", "H", "H"],
  "coordinates": [[2.873, 0.765, 3.428], [2.744, -0.719, 3.532], [3.915, 1.062, 3.275], [2.519, 1.264, 4.342], [2.337, 1.186, 2.575], [3.123, -1.205, 2.618], [3.275, -1.130, 4.394], [1.696, -1.037, 3.622], [1.616, 2.358, -1.650], [2.072, 3.217, -2.655], [2.044, 2.781, -3.983], [1.673, 1.465, -4.263], [1.659, 2.628, -0.593], [2.424, 4.206, -2.380], [2.322, 3.445, -4.796], [1.705, 1.018, -5.252], [1.110, 1.156, -1.941], [1.230, 0.657, -3.207], [1.078, -0.780, -3.255], [0.859, -1.325, -2.020], [1.191, -2.596, -1.788], [1.454, -2.985, -4.144], [1.434, -3.478, -2.839], [1.290, -2.893, -0.741], [1.604, -4.523, -2.610], [1.349, -1.605, -4.353], [1.472, -1.120, -5.317], [1.579, -3.646, -4.992], [0.164, -0.038, -0.699], [4.333, -0.582, -0.214], [-3.684, -2.147, 0.513], [-2.000, -1.566, 1.129], [-2.076, -1.341, 3.006], [-0.776, -2.963, 0.905], [-1.550, 0.036, 0.194], [-1.854, 1.723, 1.011], [-1.008, 1.900, 2.684], [-1.235, 3.149, -0.041], [-3.717, 1.952, 1.219], [-3.957, -3.081, 1.026], [-3.664, -2.358, -0.568], [-4.482, -1.413, 0.706], [-2.376, -2.303, 3.452], [-1.086, -1.085, 3.406], [-2.800, -0.579, 3.324], [-0.714, -3.280, -0.143], [0.223, -2.650, 1.238], [-1.091, -3.827, 1.509], [-2.145, 0.015, -0.755], [0.083, 1.967, 2.542], [-1.352, 2.836, 3.152], [-1.228, 1.072, 3.369], [-1.096, 2.844, -1.084], [-1.955, 3.980, -0.013], [-0.273, 3.516, 0.344], [-4.271, 1.664, 0.313], [-4.129, 1.377, 2.061], [-3.930, 3.015, 1.405]]
}

{
  "formula": "C19H34BBr3F3NO10PS2",
  "method": "the ωB97M-V functional and the def2-TZVPD basis",
  "total_charge": 1,
  "e_homo_ev": -11.6772,
  "e_tot_ev": -292129.856,
  "species": ["C", "C", "C", "C", "C", "N", "B", "O", "O", "C", "C", "C", "O", "C", "F", "F", "F", "C", "C", "Br", "C", "C", "Br", "P", "O", "Br", "H", "H", "H", "H", "H", "H", "H", "H", "H", "H", "H", "H", "H", "H", "H", "H", "H", "H", "O", "S", "O", "O", "C", "C", "C", "H", "H", "H", "H", "H", "H", "H", "H", "O", "S", "O", "O", "C", "C", "C", "H", "H", "H", "H", "H", "H", "H", "H"],
  "coordinates": [[-6.516, 2.544, -2.789], [-5.926, 1.502, -2.645], [-5.127, 0.291, -2.438], [-4.031, 0.516, -1.337], [-4.588, 1.290, -0.226], [-4.502, 0.722, 0.927], [-5.135, 1.400, 2.157], [-5.668, 0.574, 3.079], [-5.175, 2.751, 2.184], [-4.068, 3.421, 2.903], [-3.078, 4.064, 1.946], [-3.827, -0.589, 0.849], [-4.795, -1.553, 1.163], [-2.813, -0.730, 2.045], [-2.323, 0.470, 2.367], [-1.817, -1.528, 1.739], [-3.404, -1.185, 3.112], [-3.323, -0.736, -0.670], [-3.760, -2.093, -1.279], [-3.072, -3.584, -0.244], [-3.422, -2.306, -2.790], [-4.486, -3.212, -3.397], [-1.709, -3.204, -3.060], [-1.438, -0.446, -0.974], [-1.573, -0.080, -2.546], [-1.260, 1.642, -0.218], [-6.984, 3.486, -2.976], [-4.633, 0.069, -3.381], [-5.776, -0.541, -2.162], [-3.320, 1.173, -1.846], [-5.073, 2.255, -0.299], [-6.438, 0.973, 3.506], [-3.593, 2.681, 3.546], [-4.563, 4.167, 3.517], [-2.057, 3.830, 2.239], [-3.223, 3.688, 0.935], [-3.224, 5.141, 1.910], [-5.585, -1.419, 0.625], [-4.837, -2.217, -1.205], [-3.336, -1.371, -3.321], [-5.474, -2.759, -3.297], [-4.509, -4.148, -2.834], [-4.262, -3.455, -4.432], [-1.031, -0.690, -3.074], [4.607, 0.256, 0.792], [3.409, 1.029, 0.926], [3.009, 1.903, -0.134], [3.468, 1.831, 2.287], [4.658, 2.624, 2.548], [4.665, 3.930, 1.783], [2.059, -0.018, 1.335], [5.541, 2.023, 2.330], [4.635, 2.801, 3.620], [4.769, 3.766, 0.712], [5.501, 4.543, 2.119], [3.737, 4.477, 1.949], [2.337, -0.663, 2.164], [1.840, -0.611, 0.448], [1.207, 0.607, 1.591], [9.643, -2.177, 0.298], [9.055, -2.965, -0.742], [9.293, -2.623, -2.110], [7.491, -3.059, -0.485], [6.779, -1.814, -0.273], [6.529, -1.072, -1.569], [9.429, -4.665, -0.495], [7.322, -1.198, 0.445], [5.839, -2.103, 0.190], [7.458, -0.704, -2.001], [5.873, -0.224, -1.380], [6.064, -1.732, -2.302], [9.208, -4.926, 0.535], [10.490, -4.786, -0.702], [8.838, -5.256, -1.189]]
}

{
  "formula": "C19H34BrCl8N4O6",
  "method": "the ωB97M-V functional and the def2-TZVPD basis",
  "total_charge": 1,
  "e_homo_ev": -12.5358,
  "e_tot_ev": -208712.101,
  "species": ["C", "C", "O", "O", "C", "C", "C", "N", "C", "C", "O", "Br", "C", "N", "C", "O", "C", "C", "O", "N", "O", "N", "H", "H", "H", "H", "H", "H", "H", "H", "H", "H", "H", "H", "H", "H", "H", "H", "H", "H", "Cl", "C", "C", "Cl", "H", "H", "H", "H", "Cl", "C", "C", "Cl", "H", "H", "H", "H", "Cl", "C", "C", "Cl", "H", "H", "H", "H", "Cl", "C", "C", "Cl", "H", "H", "H", "H"],
  "coordinates": [[-4.899, 2.404, 2.650], [-4.230, 1.299, 3.471], [-4.433, 0.185, 3.168], [-3.450, 1.599, 4.554], [-2.050, 1.517, 4.263], [-1.533, 0.066, 4.404], [-0.316, -0.306, 3.497], [-0.449, 0.110, 2.083], [-1.663, -0.258, 1.332], [-1.380, -1.093, 0.061], [-1.417, -0.575, -0.959], [-1.004, -2.990, 0.134], [0.503, 0.771, 1.567], [0.548, 1.287, 0.232], [1.243, 2.605, 0.380], [1.715, 3.014, -0.834], [2.307, 2.292, 1.467], [2.831, 3.452, 2.345], [2.265, 3.459, 3.662], [0.867, 3.623, 3.638], [0.535, 4.659, 3.211], [1.692, 1.157, 2.187], [-4.464, 2.331, 1.649], [-5.947, 2.105, 2.547], [-4.782, 3.397, 3.087], [-1.848, 1.942, 3.264], [-1.505, 2.124, 4.993], [-2.318, -0.661, 4.160], [-1.245, -0.161, 5.437], [-0.190, -1.396, 3.542], [0.571, 0.125, 3.972], [-2.240, 0.643, 1.102], [-2.322, -0.859, 1.971], [1.330, 0.708, -0.110], [0.444, 3.208, 0.842], [1.099, 2.733, -1.526], [3.183, 1.928, 0.899], [3.901, 3.286, 2.497], [2.748, 4.423, 1.837], [2.425, 0.452, 2.187], [3.105, -1.017, -0.969], [2.456, -1.872, -2.399], [2.530, -1.025, -3.642], [1.407, 0.363, -3.573], [1.432, -2.169, -2.178], [3.053, -2.773, -2.526], [2.246, -1.624, -4.508], [3.534, -0.639, -3.806], [-0.566, 5.360, -0.026], [-1.094, 4.871, -1.658], [-2.544, 4.469, -1.697], [-2.827, 2.943, -0.821], [-0.453, 4.061, -1.993], [-0.928, 5.728, -2.310], [-2.854, 4.304, -2.728], [-3.185, 5.235, -1.266], [0.999, -5.905, 2.986], [0.504, -7.405, 2.158], [0.353, -7.206, 0.671], [-1.037, -6.161, 0.275], [-0.422, -7.751, 2.611], [1.279, -8.145, 2.353], [0.177, -8.164, 0.185], [1.244, -6.760, 0.235], [3.574, -1.940, -8.813], [2.148, -3.004, -8.742], [1.402, -2.865, -7.439], [2.335, -3.510, -6.060], [2.481, -4.027, -8.905], [1.498, -2.720, -9.569], [0.471, -3.429, -7.482], [1.161, -1.825, -7.226]]
}

{
  "formula": "C19H34BrKO3SSi",
  "method": "the ωB97M-V functional and the def2-TZVPD basis",
  "e_homo_ev": -8.5475,
  "e_tot_ev": -131481.361,
  "species": ["K", "C", "C", "C", "C", "Si", "Br", "C", "C", "C", "C", "C", "C", "C", "C", "H", "H", "H", "H", "H", "H", "H", "H", "H", "H", "H", "H", "H", "H", "H", "H", "H", "H", "H", "H", "H", "H", "H", "H", "H", "H", "H", "C", "C", "C", "C", "C", "C", "C", "S", "O", "O", "O", "H", "H", "H", "H", "H", "H", "H"],
  "coordinates": [[-1.009, -0.342, -2.387], [0.392, 2.701, 2.516], [1.840, 2.659, 2.000], [2.751, 3.085, 3.159], [1.931, 3.730, 0.901], [2.277, 0.909, 1.391], [1.192, 0.716, -0.599], [1.493, -0.458, 2.497], [-0.040, -0.507, 2.437], [1.978, -1.866, 2.112], [1.864, -0.234, 3.972], [4.134, 0.648, 0.978], [4.938, 0.366, 2.254], [4.764, 1.880, 0.313], [4.383, -0.514, 0.000], [0.154, 3.728, 2.793], [0.228, 2.082, 3.399], [-0.329, 2.394, 1.757], [2.387, 4.041, 3.539], [3.788, 3.237, 2.860], [2.743, 2.388, 3.995], [1.678, 4.693, 1.345], [1.216, 3.542, 0.102], [2.913, 3.832, 0.454], [-0.407, -0.796, 1.453], [-0.525, 0.431, 2.715], [-0.378, -1.270, 3.138], [1.764, -2.106, 1.070], [1.441, -2.591, 2.723], [3.040, -2.025, 2.284], [1.422, 0.672, 4.386], [2.939, -0.195, 4.152], [1.475, -1.071, 4.555], [4.847, 1.142, 3.011], [5.994, 0.311, 1.981], [4.681, -0.583, 2.719], [4.813, 2.752, 0.964], [4.248, 2.169, -0.602], [5.789, 1.630, 0.037], [4.022, -1.475, 0.350], [5.458, -0.606, -0.150], [3.933, -0.322, -0.973], [-7.855, -2.449, -6.185], [-6.752, -2.304, -5.184], [-6.888, -1.464, -4.081], [-5.868, -1.323, -3.158], [-4.686, -2.024, -3.325], [-4.530, -2.861, -4.410], [-5.557, -2.999, -5.330], [-3.418, -1.856, -2.091], [-3.299, -0.411, -1.840], [-3.903, -2.602, -0.954], [-2.189, -2.390, -2.700], [-8.712, -1.832, -5.916], [-8.200, -3.481, -6.255], [-7.531, -2.148, -7.183], [-7.813, -0.913, -3.954], [-5.992, -0.661, -2.315], [-3.606, -3.403, -4.542], [-5.424, -3.659, -6.179]]
}

Repeat the fifth record exactly.
{
  "formula": "C19H34BrCl8N4O6",
  "method": "the ωB97M-V functional and the def2-TZVPD basis",
  "total_charge": 1,
  "e_homo_ev": -12.5358,
  "e_tot_ev": -208712.101,
  "species": ["C", "C", "O", "O", "C", "C", "C", "N", "C", "C", "O", "Br", "C", "N", "C", "O", "C", "C", "O", "N", "O", "N", "H", "H", "H", "H", "H", "H", "H", "H", "H", "H", "H", "H", "H", "H", "H", "H", "H", "H", "Cl", "C", "C", "Cl", "H", "H", "H", "H", "Cl", "C", "C", "Cl", "H", "H", "H", "H", "Cl", "C", "C", "Cl", "H", "H", "H", "H", "Cl", "C", "C", "Cl", "H", "H", "H", "H"],
  "coordinates": [[-4.899, 2.404, 2.650], [-4.230, 1.299, 3.471], [-4.433, 0.185, 3.168], [-3.450, 1.599, 4.554], [-2.050, 1.517, 4.263], [-1.533, 0.066, 4.404], [-0.316, -0.306, 3.497], [-0.449, 0.110, 2.083], [-1.663, -0.258, 1.332], [-1.380, -1.093, 0.061], [-1.417, -0.575, -0.959], [-1.004, -2.990, 0.134], [0.503, 0.771, 1.567], [0.548, 1.287, 0.232], [1.243, 2.605, 0.380], [1.715, 3.014, -0.834], [2.307, 2.292, 1.467], [2.831, 3.452, 2.345], [2.265, 3.459, 3.662], [0.867, 3.623, 3.638], [0.535, 4.659, 3.211], [1.692, 1.157, 2.187], [-4.464, 2.331, 1.649], [-5.947, 2.105, 2.547], [-4.782, 3.397, 3.087], [-1.848, 1.942, 3.264], [-1.505, 2.124, 4.993], [-2.318, -0.661, 4.160], [-1.245, -0.161, 5.437], [-0.190, -1.396, 3.542], [0.571, 0.125, 3.972], [-2.240, 0.643, 1.102], [-2.322, -0.859, 1.971], [1.330, 0.708, -0.110], [0.444, 3.208, 0.842], [1.099, 2.733, -1.526], [3.183, 1.928, 0.899], [3.901, 3.286, 2.497], [2.748, 4.423, 1.837], [2.425, 0.452, 2.187], [3.105, -1.017, -0.969], [2.456, -1.872, -2.399], [2.530, -1.025, -3.642], [1.407, 0.363, -3.573], [1.432, -2.169, -2.178], [3.053, -2.773, -2.526], [2.246, -1.624, -4.508], [3.534, -0.639, -3.806], [-0.566, 5.360, -0.026], [-1.094, 4.871, -1.658], [-2.544, 4.469, -1.697], [-2.827, 2.943, -0.821], [-0.453, 4.061, -1.993], [-0.928, 5.728, -2.310], [-2.854, 4.304, -2.728], [-3.185, 5.235, -1.266], [0.999, -5.905, 2.986], [0.504, -7.405, 2.158], [0.353, -7.206, 0.671], [-1.037, -6.161, 0.275], [-0.422, -7.751, 2.611], [1.279, -8.145, 2.353], [0.177, -8.164, 0.185], [1.244, -6.760, 0.235], [3.574, -1.940, -8.813], [2.148, -3.004, -8.742], [1.402, -2.865, -7.439], [2.335, -3.510, -6.060], [2.481, -4.027, -8.905], [1.498, -2.720, -9.569], [0.471, -3.429, -7.482], [1.161, -1.825, -7.226]]
}